# 1
A structure of composition C44H52LuN12S2. Source: the OMol25 dataset; level of theory: ωB97M-V/def2-TZVPD.

```
111
Properties=species:S:1:pos:R:3:mulliken_charge:R:1
Lu 0.385 -0.365 -0.144 1.625
C -1.310 1.234 2.300 -0.434
N -1.155 1.683 0.898 1.647
C -2.480 2.038 0.385 -1.137
C -0.244 2.822 0.899 -0.189
C -0.685 4.132 0.943 -0.232
C 0.206 5.191 1.066 -1.142
C 1.561 4.921 1.150 -1.074
C 2.019 3.616 1.091 -1.120
C 1.134 2.531 0.960 0.235
N 1.533 1.211 0.949 1.872
C 2.889 1.009 1.318 -1.640
C 3.926 1.215 0.412 0.174
C 5.254 1.064 0.778 -0.719
C 5.563 0.688 2.073 -1.265
C 4.549 0.459 2.989 -0.016
C 3.213 0.616 2.638 0.280
N 2.159 0.385 3.580 0.849
C 2.487 -0.575 4.625 -1.331
C 1.672 1.624 4.189 -1.199
H -1.969 0.364 2.326 0.037
H -1.760 2.021 2.915 0.450
H -0.329 0.988 2.707 -0.414
H -3.114 1.153 0.417 -0.287
H -2.391 2.402 -0.637 0.265
H -2.972 2.802 0.997 0.538
H -1.739 4.363 0.878 0.361
H -0.162 6.206 1.128 0.417
H 2.271 5.731 1.266 0.440
H 3.080 3.420 1.147 0.524
H 3.664 1.526 -0.593 0.611
H 6.040 1.228 0.054 0.431
H 6.596 0.575 2.378 0.409
H 4.815 0.169 3.998 0.400
H 3.127 -0.156 5.414 0.452
H 2.992 -1.443 4.197 0.354
H 1.562 -0.910 5.101 0.274
H 2.438 2.082 4.830 0.348
H 0.795 1.404 4.803 0.428
H 1.392 2.342 3.425 0.242
C -3.193 -0.034 -3.320 -1.641
C -2.455 -0.132 -2.136 -0.675
N -1.185 -0.482 -2.081 1.055
C -0.544 -0.769 -3.252 -0.152
C -1.241 -0.790 -4.492 1.173
C -2.588 -0.372 -4.496 -1.120
C -0.610 -1.249 -5.662 -1.007
C 0.675 -1.713 -5.577 -0.970
C 1.395 -1.632 -4.384 -0.912
C 0.856 -1.086 -3.218 0.297
N 1.525 -0.917 -2.035 0.456
C 2.902 -1.029 -1.996 -0.590
C 3.763 -0.603 -2.994 -0.273
C 5.140 -0.853 -2.939 -1.024
C 5.687 -1.547 -1.894 -1.038
C 4.867 -1.924 -0.813 1.267
C 5.384 -2.582 0.320 -1.149
C 4.556 -2.852 1.369 -1.770
C 3.217 -2.448 1.286 0.077
N 2.672 -1.867 0.240 0.772
C 3.482 -1.613 -0.826 -0.108
H -4.221 0.302 -3.280 0.591
H -2.932 0.082 -1.193 0.566
H -3.118 -0.335 -5.440 0.455
H -1.158 -1.251 -6.595 0.449
H 1.156 -2.137 -6.450 0.422
H 2.405 -2.011 -4.359 0.695
H 3.356 -0.070 -3.842 0.815
H 5.766 -0.515 -3.755 0.437
H 6.741 -1.791 -1.869 0.451
H 6.438 -2.830 0.354 0.452
H 4.914 -3.337 2.266 0.418
H 2.571 -2.645 2.136 0.688
N -0.009 -1.751 1.970 0.023
C -0.364 -3.184 1.899 -0.767
C 0.254 -3.847 0.678 -0.698
N -0.071 -3.062 -0.523 -0.223
H 0.916 -1.641 2.378 -0.534
H -0.638 -1.299 2.626 0.333
H -1.446 -3.251 1.818 0.311
H -0.061 -3.726 2.799 0.457
H -0.108 -4.877 0.618 0.576
H 1.335 -3.883 0.774 0.294
H -1.032 -3.259 -0.770 0.126
H 0.508 -3.364 -1.298 0.157
N 1.590 4.143 -3.180 -0.379
C 0.316 3.830 -2.900 0.603
N -0.601 4.796 -3.081 -0.400
S -0.129 2.306 -2.378 -0.268
H 1.867 5.070 -3.455 0.195
H 2.303 3.467 -2.978 0.148
H -0.375 5.692 -3.479 0.178
H -1.566 4.569 -2.931 0.195
N -3.941 -2.853 -1.373 -0.379
C -4.365 -2.221 -0.246 0.575
S -3.237 -1.614 0.829 -0.395
N -5.702 -2.210 -0.099 -0.104
C -6.587 -1.510 0.765 0.501
C -6.209 -0.560 1.708 -0.013
C -7.186 0.102 2.438 -0.784
C -8.530 -0.173 2.251 -0.464
C -8.904 -1.129 1.318 -0.674
C -7.941 -1.791 0.581 -0.446
H -2.999 -2.656 -1.655 0.006
H -4.587 -3.057 -2.120 0.246
H -6.209 -2.751 -0.784 0.170
H -5.171 -0.339 1.879 0.392
H -6.886 0.846 3.165 0.384
H -9.281 0.350 2.828 0.396
H -9.950 -1.357 1.161 0.378
H -8.238 -2.534 -0.152 0.314
```

## Properties
HOMO energy   -8.865 eV
Kohn-Sham gap   0.2475 hartree
Max |F|   0.85 eV Å⁻¹
Net charge   +1
LUMO energy   -2.1 eV

# 2
A cluster of 2 separate species, C29H30NO2 in total in a non-equilibrium geometry. Source: the OMol25 dataset; level of theory: ωB97M-V/def2-TZVPD.

```
62
Properties=species:S:1:pos:R:3:nbo_charge:R:1
C 1.429 -4.942 1.485 -0.398
C 2.063 -4.476 0.169 -0.409
C 1.207 -3.394 -0.497 -0.196
N -0.219 -3.781 -0.636 -0.448
C -1.065 -3.027 -1.497 0.195
C -0.622 -2.481 -2.638 -0.510
C -2.456 -2.757 -1.053 -0.090
C -3.524 -3.531 -1.500 -0.193
C -4.797 -3.310 -1.020 -0.201
C -5.023 -2.315 -0.089 -0.210
C -3.975 -1.536 0.359 -0.213
C -2.702 -1.754 -0.119 -0.162
C -0.847 -4.363 0.572 -0.211
C 0.001 -5.447 1.241 -0.409
H 2.043 -5.710 1.975 0.220
H 1.396 -4.099 2.187 0.189
H 3.085 -4.110 0.335 0.211
H 2.164 -5.330 -0.512 0.212
H 1.238 -2.468 0.083 0.144
H 1.608 -3.152 -1.486 0.205
H -1.264 -1.859 -3.229 0.212
H 0.374 -2.645 -2.994 0.189
H -3.340 -4.308 -2.222 0.223
H -5.618 -3.912 -1.374 0.221
H -6.018 -2.147 0.289 0.219
H -4.153 -0.754 1.081 0.210
H -1.879 -1.152 0.227 0.192
H -1.047 -3.544 1.268 0.167
H -1.823 -4.768 0.277 0.222
H 0.027 -6.338 0.602 0.208
H -0.468 -5.771 2.181 0.221
C -1.650 7.366 3.540 -0.260
O -1.580 5.994 3.852 -0.462
C -0.874 5.210 2.936 0.388
C -0.770 3.835 3.189 -0.242
C -0.097 2.993 2.340 -0.146
C 0.514 3.496 1.181 -0.131
C 1.247 2.707 0.221 0.487
O 1.768 3.412 -0.849 -0.393
C 2.483 2.727 -1.809 0.331
C 2.689 1.329 -1.716 -0.101
C 3.425 0.683 -2.721 -0.145
C 3.937 1.400 -3.776 -0.201
C 3.733 2.769 -3.865 -0.128
C 3.014 3.426 -2.892 -0.246
C 2.142 0.647 -0.611 0.003
C 1.434 1.330 0.338 -0.319
C 0.410 4.868 0.931 -0.114
C -0.263 5.705 1.779 -0.307
H -2.221 7.868 4.321 0.220
H -0.647 7.794 3.509 0.183
H -2.160 7.507 2.587 0.183
H -1.238 3.450 4.078 0.246
H -0.036 1.944 2.565 0.221
H 3.584 -0.379 -2.654 0.233
H 4.500 0.896 -4.541 0.239
H 4.137 3.322 -4.696 0.242
H 2.850 4.488 -2.948 0.244
H 2.295 -0.414 -0.523 0.242
H 1.022 0.803 1.179 0.250
H 0.879 5.252 0.042 0.233
H -0.317 6.751 1.544 0.240
```

## Properties
HOMO energy   -9.738 eV
Kohn-Sham gap   0.1743 hartree
Max |F|   2.78 eV Å⁻¹
Net charge   +1
LUMO energy   -5.0 eV
Energy above the lowest of the compared OMol25 structures with the same formula, charge and spin   71.49 kJ/mol

# 3
A structure of composition C6H10O. Source: the OMol25 dataset; level of theory: ωB97M-V/def2-TZVPD.

```
17
Properties=species:S:1:pos:R:3:nbo_charge:R:1
C 0.623 -1.528 -1.550 -0.404
C 0.473 -0.523 -0.565 -0.270
C 0.358 -0.584 0.944 -0.435
C -0.045 0.893 0.864 0.226
C -0.964 1.644 1.710 -0.106
O 0.443 1.878 1.742 -0.479
C 0.137 0.952 -0.658 -0.435
H 0.823 -1.226 -2.574 0.248
H 1.011 -2.498 -1.255 0.248
H -0.837 -2.223 -2.012 -0.214
H -0.545 -1.326 -1.189 0.409
H -0.407 -1.254 1.367 0.204
H 1.297 -0.744 1.490 0.220
H -1.559 2.451 1.281 0.181
H -1.380 1.179 2.605 0.181
H 0.958 1.611 -0.965 0.220
H -0.765 1.232 -1.224 0.205
```

## Properties
HOMO energy   -7.002 eV
Kohn-Sham gap   0.2812 hartree
Max |F|   0.39 eV Å⁻¹
LUMO energy   0.6 eV
Energy above the lowest of the compared OMol25 structures with the same formula, charge and spin   658.97 kJ/mol

The highest HOMO energy belongs to which entry? C6H10O